Entry 1:
6 unconnected molecules or ions with the total composition C22H44O10 in a non-equilibrium geometry. Source: the Open Molecules 2025 dataset; level of theory: ωB97M-V/def2-TZVPD.

Summary:
- HOMO-LUMO gap: 9.82 eV
- Energy: -43992.661 eV
- Relative energy (zero: lowest compared OMol25 entry of this formula, charge and spin): 136.7 kcal/mol

```
76
Properties=species:S:1:pos:R:3:forces:R:3
C 1.4987 -5.8342 5.0806 -5.18 -0.17 -2.16
C 2.0839 -4.6900 4.2495 -3.60 0.36 0.31
O 0.8852 -4.0927 3.5103 1.79 0.66 -1.15
C 1.1071 -3.1538 2.4876 0.32 -0.16 1.18
C -0.1578 -2.4169 2.1090 0.88 0.13 6.62
O 2.1682 -2.9360 1.9719 0.29 -0.39 0.31
H 0.5474 -5.8274 5.7818 2.09 1.79 -0.91
H 2.2086 -6.2999 5.5769 3.60 -2.09 2.61
H 0.9987 -6.6521 4.5073 1.04 0.53 -0.74
H 2.3897 -3.9398 4.8875 -0.03 2.02 1.97
H 3.0369 -4.7503 3.7824 0.16 -1.36 -1.81
H -0.0917 -1.8534 1.3157 1.19 3.16 -4.21
H -0.5195 -1.7002 3.0044 0.50 -2.26 -1.93
H -0.7492 -3.1854 1.8276 -3.05 -2.24 -0.18
C -1.0200 1.1421 3.0324 -0.18 5.07 -1.65
C -1.5992 2.1570 4.0720 -1.92 -10.39 -0.02
O -3.0730 2.0280 3.9679 0.87 -0.60 -0.49
C -3.8583 2.4828 4.9236 2.44 1.51 4.22
C -5.2909 2.3502 4.5790 -2.56 -2.12 1.63
O -3.4076 2.9919 6.0159 -1.82 -1.90 -4.27
H -1.4814 1.3299 2.0871 -1.18 -0.28 -0.62
H -1.1733 0.2283 3.3596 -1.01 -4.41 1.42
H -0.0195 1.1879 2.6369 1.04 0.63 1.05
H -1.2376 1.7604 4.9821 -0.09 0.34 1.49
H -1.4526 3.0461 3.9284 2.27 9.62 -1.46
H -5.7417 1.2633 4.2844 1.63 2.62 0.53
H -5.5766 3.0744 3.8657 -0.06 0.53 -1.36
H -5.8760 2.6914 5.4682 0.56 -0.54 -0.46
C 1.7294 0.6139 -0.2797 -0.65 -5.19 1.47
C 1.1124 -0.3541 -1.2705 0.42 -2.11 1.79
O -0.3278 -0.3615 -1.1978 -0.88 -0.27 0.15
C -1.0932 -0.9770 -2.1759 1.32 -0.16 0.73
C -2.5398 -1.0777 -1.7980 -0.29 0.44 0.08
O -0.6269 -1.5046 -3.1462 0.29 0.32 -0.23
H 1.3318 0.0530 0.6414 0.96 1.46 -0.43
H 1.3492 1.5508 -0.2867 -0.58 3.14 -0.25
H 2.8044 0.4078 -0.3312 -0.22 0.83 0.15
H 1.3301 -0.1874 -2.2571 0.97 0.32 -2.51
H 1.5927 -1.3648 -0.8986 -1.38 1.39 -1.25
H -3.2109 -0.4587 -2.5411 1.16 -1.56 1.76
H -2.5916 -0.8449 -0.7300 -0.55 0.95 -0.35
H -2.6942 -2.1690 -1.7192 -0.54 0.42 -1.00
C 7.9649 0.3379 2.1046 0.70 4.45 0.47
C 6.9362 1.2570 1.3398 3.81 -2.47 -2.06
O 6.4225 0.4704 0.2232 0.22 1.44 -0.84
C 5.7258 1.1144 -0.7360 -1.64 -1.03 -3.40
C 5.3754 0.1190 -1.8938 -1.63 -0.80 -1.81
O 5.2432 2.2166 -0.8599 1.31 -0.01 1.99
H 8.3338 -0.1113 1.2390 2.34 -0.50 -1.13
H 7.9629 -0.4615 2.8363 -1.79 0.16 0.31
H 8.5160 1.2682 2.6169 0.11 -2.60 -1.19
H 6.1563 1.3796 1.8655 -5.74 1.73 4.15
H 7.3873 2.2288 1.0509 -0.15 -0.93 -0.20
H 4.7410 -0.6482 -1.4443 -0.32 0.07 0.21
H 6.1599 -0.5247 -2.2502 0.96 0.16 0.06
H 4.7548 0.3869 -2.9583 1.80 0.32 3.44
C -6.5689 0.3131 -2.3484 -3.79 -1.36 -5.55
C -6.3478 1.2052 -3.6033 -0.22 2.87 2.61
C -5.1192 0.8664 -4.5260 -0.73 0.89 2.49
O -6.9167 2.3363 -3.6316 1.80 -3.99 -0.87
H -7.4680 0.4960 -1.8551 -1.51 1.25 0.81
H -5.8329 0.3905 -1.7093 4.18 0.02 3.06
H -6.8132 -0.7051 -2.7172 1.08 0.09 0.29
H -5.5495 1.4153 -5.3726 1.54 -0.67 -0.80
H -4.7142 -0.1856 -4.4779 -1.27 0.89 -0.89
H -4.2800 1.4039 -3.9661 -1.05 0.03 -1.17
C 0.0951 2.3644 -6.9020 -1.06 7.31 2.38
C -1.0841 2.2622 -5.8698 -0.83 4.38 -3.84
C -0.8347 1.3613 -4.7589 1.68 -2.96 1.10
O -2.0510 3.0359 -6.0998 2.01 -2.84 1.76
H 0.0639 1.5379 -7.4000 0.27 -4.94 -3.54
H 0.9908 2.4498 -6.3187 0.71 -0.20 0.11
H 0.0631 3.3953 -7.6012 -0.37 -3.09 1.86
H 0.2897 1.2515 -4.4909 -1.62 0.06 -1.14
H -1.2073 0.2665 -4.9502 0.47 2.13 0.46
H -1.1591 1.7787 -3.8396 -1.27 0.12 0.86
```
Positions in Å, forces in eV/Å.


Entry 2:
2 unconnected molecules or ions with the total composition H2IO in a non-equilibrium geometry. Source: the Open Molecules 2025 dataset; level of theory: ωB97M-V/def2-TZVPD.

Summary:
- HOMO-LUMO gap: 6.25 eV
- Energy: -10182.986 eV
- Total charge: -1
- Relative energy (zero: lowest compared OMol25 entry of this formula, charge and spin): 9.4 kcal/mol

```
4
Properties=species:S:1:pos:R:3:forces:R:3
O -2.8596 1.5919 -0.6176 -0.01 -0.96 0.71
H -2.0335 1.1519 -0.3139 -0.84 0.41 -0.31
H -3.5852 1.0513 -0.2309 0.87 0.54 -0.40
I 3.4579 -1.9019 0.6528 -0.03 0.01 0.00
```
Positions in Å, forces in eV/Å.


Entry 3:
2 unconnected molecules or ions with the total composition C3H11NS2 in a non-equilibrium geometry. Source: the Open Molecules 2025 dataset; level of theory: ωB97M-V/def2-TZVPD.

Summary:
- HOMO-LUMO gap (spin up / spin down): 7.42 / 4.69 eV
- Spin multiplicity: 2
- Energy: -26441.118 eV
- Total charge: +1
- Relative energy (zero: lowest compared OMol25 entry of this formula, charge and spin): 1.7 kcal/mol

```
17
Properties=species:S:1:pos:R:3:forces:R:3
C 1.4591 1.8798 -0.2187 -0.27 1.89 -0.06
S 0.1218 0.8454 0.4190 -1.89 1.56 -0.23
S -1.5350 2.2022 0.4905 2.13 -0.98 0.02
C -2.8999 1.0987 0.8365 -0.99 0.53 -0.60
H 1.3124 2.2965 -1.2620 -0.10 -0.76 1.23
H 1.6322 2.7280 0.4966 -0.29 -0.68 -0.65
H 2.3519 1.2803 -0.1676 0.24 -0.53 -0.12
H -2.5569 0.2207 1.3490 -0.12 -0.21 0.73
H -3.7813 1.6629 1.2752 1.42 -0.62 -0.07
H -3.2293 0.7765 -0.1454 -0.17 -0.15 -0.25
C 0.8972 -2.0127 -1.0015 -0.07 -0.71 -0.49
N 1.4954 -2.3866 0.2985 -1.10 0.33 1.22
H -0.2298 -1.8009 -0.9674 1.46 0.05 -0.19
H 1.0398 -2.9014 -1.6813 -0.27 0.96 0.58
H 1.5056 -1.1846 -1.4793 -0.90 -0.74 0.61
H 1.4985 -1.5825 0.9693 0.06 -0.95 -0.82
H 0.9183 -3.1222 0.7885 0.88 1.01 -0.92
```
Positions in Å, forces in eV/Å.